[1]
{"formula": "C17H46N18O11", "method": "ωB97M-V/def2-TZVPD", "lumo_ev": 0.01, "largest_force_ev_per_a": 5.6, "energy_ev": -67722.01125, "spin_multiplicity": 1, "species": ["O", "O", "O", "O", "O", "O", "O", "O", "O", "O", "O", "N", "N", "N", "N", "N", "N", "N", "N", "N", "N", "N", "N", "N", "N", "N", "N", "N", "N", "C", "C", "C", "C", "C", "C", "C", "C", "C", "C", "C", "C", "C", "C", "C", "C", "C", "H", "H", "H", "H", "H", "H", "H", "H", "H", "H", "H", "H", "H", "H", "H", "H", "H", "H", "H", "H", "H", "H", "H", "H", "H", "H", "H", "H", "H", "H", "H", "H", "H", "H", "H", "H", "H", "H", "H", "H", "H", "H", "H", "H", "H", "H"], "coordinates": [[-3.0106, -1.7800, -7.4495], [-1.8004, 1.9049, -4.5512], [-0.1709, -8.8230, 2.6435], [2.2802, 9.5159, 4.1980], [-1.5589, 3.9330, 1.3012], [2.4285, -2.6393, -1.9085], [1.5243, -0.7857, -3.3662], [3.5743, -0.6975, -2.3349], [-1.7677, -3.7627, -1.9725], [1.8966, -3.8566, 2.5093], [0.6440, 4.7980, 5.3951], [0.0416, -10.8202, 1.6025], [1.7385, 1.2586, 1.6558], [1.6586, -5.1122, 4.3764], [-2.6320, -5.2603, -3.4324], [1.3496, 5.1399, 3.2716], [-1.5589, -0.1020, -5.5637], [-0.8155, -3.9998, -4.0097], [-0.9720, -9.0701, 0.5430], [1.5299, -6.0808, 2.3151], [2.8663, 11.6230, 4.7726], [-1.5826, 5.9427, 2.3395], [-2.6253, 1.6015, -6.6380], [1.2620, 0.5042, -2.9917], [-4.4322, -2.7675, -5.9946], [1.2130, 10.5378, 5.9124], [-3.5193, 5.0401, 1.5323], [-4.3370, -3.4676, -8.1647], [1.0259, 6.9107, 4.6761], [-1.7399, -4.3049, -3.0660], [-2.1790, 4.9084, 1.6986], [0.4514, -0.5238, 0.4509], [1.2700, 1.7470, 2.9389], [3.7273, 1.2959, 3.1150], [0.9706, 0.9955, 0.3858], [2.1296, 10.4948, 4.9142], [3.1665, 1.0012, 1.7048], [-1.9827, 1.1814, -5.5212], [-3.8712, -2.6178, -7.2178], [-0.3550, -9.5254, 1.6605], [1.5999, -1.6425, 0.3247], [2.4936, 1.8140, 3.9216], [0.9843, 5.5655, 4.5059], [1.7073, -4.9460, 3.0323], [1.3661, -2.6810, -0.9081], [2.5227, -1.3743, -2.5317], [1.5043, -5.9968, 4.8252], [0.6451, 9.7181, 6.0499], [0.3105, -2.5857, -1.3461], [1.3724, -6.9854, 2.7257], [-3.9431, -3.3863, -9.0883], [0.5043, -11.1952, 2.4147], [2.7588, 12.4373, 5.3495], [-2.7842, 1.0215, -7.4429], [1.3316, 4.1431, 3.1040], [-0.3446, -0.6885, -0.3576], [1.4306, -3.7312, -0.4246], [1.6094, -2.2279, 1.3222], [-1.2816, -8.1112, 0.5479], [-0.5850, 5.8807, 2.4822], [0.7621, 7.2656, 5.5798], [1.8170, 1.1912, -3.5196], [1.5654, 1.2633, -0.5493], [3.5586, 11.6301, 4.0411], [2.6589, -1.2376, 0.1901], [1.3031, 7.5595, 3.9599], [2.5316, 2.1451, 5.0075], [-4.1108, -2.1522, -5.2633], [1.7862, -4.2908, 4.9452], [-1.1330, -9.6298, -0.2745], [-1.0766, -0.4522, -4.7518], [1.6323, 5.7543, 2.5288], [-0.7752, -4.4334, -4.9142], [-0.1001, -11.4134, 0.8053], [1.0745, 11.3318, 6.5108], [0.2552, 0.7183, -3.0335], [3.6951, 0.5908, 0.7690], [-5.0422, -4.1615, -7.9953], [-3.3351, -5.5143, -2.7576], [-5.1393, -3.4478, -5.7830], [1.5591, -5.9983, 1.3122], [0.1859, 2.0513, 3.1809], [0.0476, 1.6780, 0.4006], [-0.0394, -0.6497, 1.4922], [-3.9987, 4.2911, 1.0599], [-0.1345, -3.2942, -3.7748], [-4.0471, 5.8320, 1.8507], [-2.0735, 6.7519, 2.6735], [-2.9570, 2.5521, -6.6465], [-1.6991, -0.7135, -6.3512], [4.8157, 1.1345, 3.3958], [-2.6262, -5.7177, -4.3259]], "atomic_forces_ev_per_a": [[0.1, 0.0, -0.3], [0.0, 0.1, 0.1], [0.1, 0.0, 0.0], [-0.1, 0.2, 0.0], [-0.1, 0.0, 0.0], [-1.4, 2.6, -1.8], [0.4, -3.6, 0.7], [-4.2, -2.8, -1.0], [-0.1, -0.1, -0.1], [0.0, -0.2, 0.2], [0.0, 0.1, -0.1], [0.3, -0.6, 0.3], [2.7, 0.6, 1.8], [0.1, 0.2, 0.8], [-0.7, -0.6, 0.0], [-0.1, -0.3, -0.6], [0.5, -0.6, 0.3], [0.5, 0.4, -0.3], [-0.4, 0.5, -0.4], [0.0, -0.4, -0.5], [0.5, 0.4, -0.3], [0.5, 0.5, 0.1], [-0.4, 0.6, -0.5], [-0.1, 2.6, 1.0], [0.0, 0.2, 0.6], [-0.6, -0.3, 0.4], [-0.8, -0.2, -0.3], [0.1, -0.3, -0.7], [-0.3, 0.5, 0.1], [0.2, 0.4, 0.4], [0.4, -0.3, 0.0], [0.3, 0.2, 0.0], [3.6, -0.2, 1.4], [-4.5, 0.3, -2.7], [-1.4, -0.2, 0.8], [0.1, -0.2, -0.2], [-0.4, 0.8, 3.2], [0.2, 0.0, 0.3], [0.0, 0.1, 0.2], [0.0, 0.2, 0.2], [-0.1, -0.5, 0.0], [-0.3, -1.6, -4.4], [0.0, -0.3, 0.5], [0.0, 0.2, -0.3], [-1.2, -0.7, 2.4], [4.6, 2.8, 1.8], [0.0, 0.1, -0.1], [0.1, 0.2, 0.0], [1.6, 0.0, 0.3], [-0.2, 0.0, -0.1], [-0.1, 0.0, 0.2], [-0.1, 0.1, -0.2], [0.0, -0.1, 0.0], [0.0, -0.1, 0.1], [0.1, 0.0, 0.0], [1.0, 0.3, 1.1], [0.1, 1.6, -1.2], [0.1, 0.8, -2.0], [0.1, -0.2, 0.0], [-0.2, -0.1, 0.1], [0.1, -0.1, -0.2], [-0.4, -0.8, 0.0], [-0.5, -0.6, 1.5], [-0.1, 0.0, 0.2], [-1.5, -0.3, 0.2], [0.2, 0.1, 0.2], [-0.4, -0.4, -1.8], [-0.1, -0.1, -0.1], [0.0, -0.2, -0.1], [0.0, 0.0, 0.1], [0.0, 0.1, -0.2], [0.2, 0.0, 0.1], [0.0, 0.0, 0.1], [0.0, 0.1, 0.1], [0.0, -0.1, -0.1], [0.7, -0.5, -0.4], [-1.0, 0.9, 1.8], [0.0, 0.1, 0.0], [0.2, 0.1, -0.1], [0.1, 0.1, 0.0], [0.0, 0.0, 0.2], [2.0, -0.7, -0.8], [1.3, -0.9, 0.0], [0.6, 0.3, -1.8], [0.1, 0.2, 0.1], [0.0, -0.1, -0.1], [0.1, -0.1, 0.0], [0.0, -0.1, 0.0], [0.1, -0.2, 0.0], [-0.2, 0.0, 0.0], [-1.8, 0.4, -0.3], [0.0, 0.1, 0.1]]}

[2]
{"formula": "C17H46N3O8Zn", "method": "ωB97M-V/def2-TZVPD", "charge": 1, "lumo_ev": -8.46, "largest_force_ev_per_a": 3.1, "energy_ev": -87629.67799, "spin_multiplicity": 1, "species": ["Zn", "O", "O", "O", "O", "O", "O", "O", "O", "N", "N", "N", "C", "C", "C", "C", "C", "C", "C", "C", "C", "C", "C", "C", "C", "C", "C", "C", "C", "H", "H", "H", "H", "H", "H", "H", "H", "H", "H", "H", "H", "H", "H", "H", "H", "H", "H", "H", "H", "H", "H", "H", "H", "H", "H", "H", "H", "H", "H", "H", "H", "H", "H", "H", "H", "H", "H", "H", "H", "H", "H", "H", "H", "H", "H"], "coordinates": [[1.4030, 1.7577, 3.2541], [-0.3296, 0.0248, 0.0054], [0.7849, -3.2537, -1.7557], [0.9627, 0.6743, 1.6375], [-2.8206, -1.2325, 0.4819], [-3.0824, 3.7566, 2.6245], [1.2977, -1.3835, 0.6415], [1.5815, 4.4585, -1.8380], [3.3898, -3.3153, 4.5014], [-1.3220, 2.8827, 0.5250], [0.0910, 2.1647, -1.9028], [3.4802, -2.8257, -0.5682], [-3.0397, -1.2647, 1.8693], [-2.2150, -2.4636, 2.3725], [1.8345, -4.2067, -1.7742], [2.8762, -2.7014, 3.3542], [-0.4616, -3.7720, -1.2864], [4.2864, -4.5526, -2.1650], [3.2249, -3.5165, -1.8238], [2.0457, 3.3883, -2.6394], [-3.3300, 5.1183, 2.3419], [-2.7473, 3.0243, 0.2731], [2.3476, 5.6369, -2.1398], [-3.2323, 1.9865, -0.7213], [0.6130, -0.2006, 0.7781], [1.8989, 0.8823, -2.9503], [-4.5136, -1.4165, 2.2575], [1.5471, 2.0753, -2.0677], [-3.5558, 2.9150, 1.5961], [4.5615, -4.6839, -3.2136], [1.7536, -4.7276, -2.7384], [3.6538, -3.6080, 0.0682], [-3.0537, 3.9917, -0.1338], [1.9598, -2.1359, 3.5852], [-2.2380, -2.5498, 3.4643], [3.1436, -2.7766, -2.6274], [5.2652, -4.2285, -1.7970], [-4.3201, 1.9325, -0.7823], [-2.7520, -3.3601, 2.0509], [-1.1909, -2.4662, 2.0066], [4.0914, -5.5491, -1.7644], [-0.3711, 1.9555, -2.7907], [3.5589, -1.9910, 2.8883], [-2.8646, 2.1914, -1.7265], [-4.3730, 5.3098, 2.0637], [2.0170, 6.4179, -1.4621], [1.7806, -4.9674, -0.9888], [-0.4143, -4.0349, -0.2284], [-4.6459, -1.7822, 3.2747], [-0.1756, 1.3200, -1.3890], [3.1421, 3.3634, -2.5809], [2.5777, -2.4865, -0.2367], [-1.1882, 3.2511, 1.4738], [-3.4532, 1.9315, 2.0713], [-3.1450, 5.8288, 3.1460], [-0.8317, -4.6267, -1.8553], [2.4765, -3.3249, 2.5480], [-4.9748, -2.0938, 1.5343], [1.7968, 3.5847, -3.6891], [0.8179, -1.5397, -0.2112], [-2.9039, 0.9907, -0.4118], [3.4246, 5.4821, -2.0497], [1.5987, -0.1004, -2.5841], [-2.6241, -0.3824, 2.3825], [2.1112, 5.8674, -3.1817], [-5.1631, -0.5393, 2.2037], [2.0147, 1.8696, -1.1013], [-1.1302, -2.9294, -1.4565], [1.3932, 1.0708, -3.9000], [-1.1598, 1.8820, 0.6583], [-4.6177, 2.9003, 1.3252], [-1.9178, -0.9682, 0.2654], [-2.7616, 5.4811, 1.4786], [3.1293, -4.2363, 4.5645], [2.9872, 0.8255, -3.0343]], "atomic_forces_ev_per_a": [[-0.6, -1.2, -1.7], [0.4, -0.6, 0.3], [0.1, -0.1, 0.9], [1.1, 1.0, 1.9], [-1.1, 0.5, -0.8], [-0.6, 0.7, -0.2], [-1.9, 2.4, -0.3], [0.8, 0.1, 0.2], [0.4, 0.0, -0.1], [-1.1, -0.4, 1.2], [-0.1, -1.7, 0.1], [0.0, -0.7, 0.5], [1.2, -0.5, 1.2], [-1.2, -0.3, 0.8], [0.8, -0.2, -1.8], [-1.5, 0.6, -0.6], [0.1, 0.7, -0.4], [1.2, 0.1, 0.0], [-1.4, -0.3, -0.5], [0.8, 0.2, 0.6], [-0.6, 1.2, -0.9], [-0.8, -0.2, -0.4], [-0.9, -0.6, -0.3], [0.0, -0.5, 0.1], [-0.3, 0.0, -0.1], [0.2, 0.3, -0.4], [-0.3, 0.0, -0.9], [-0.7, 0.0, -0.1], [0.5, -1.6, 0.7], [-0.9, 0.1, -0.2], [-0.1, -0.3, 0.1], [0.4, 0.4, 0.3], [0.7, 0.3, 0.0], [0.1, 0.3, 0.4], [0.3, 0.3, 0.0], [0.2, 0.0, 0.0], [-0.2, 0.0, 0.5], [0.0, 0.2, 0.1], [0.4, -0.1, -0.3], [0.0, 0.1, -0.1], [-0.1, 0.1, 0.2], [0.1, 0.8, -0.2], [0.4, -0.2, 0.3], [0.1, 0.0, 0.1], [-0.1, -0.4, 0.1], [0.0, 0.1, -0.1], [-0.1, 0.3, 0.3], [0.0, 0.0, 0.1], [0.3, -0.3, -0.1], [-0.1, 0.6, 0.5], [0.1, 0.0, -0.2], [0.6, 0.1, -0.2], [0.6, 0.7, -0.3], [0.4, -0.2, -0.5], [0.4, -0.7, 0.5], [0.2, -0.1, -0.1], [0.6, -0.6, 0.1], [0.1, -0.4, 0.3], [-0.3, -0.4, -0.1], [0.8, -1.7, 0.0], [0.0, 0.0, -0.1], [0.0, -0.1, 0.1], [-0.3, 0.2, 0.3], [-0.1, 0.3, -0.3], [0.2, 0.5, 0.0], [0.6, 0.4, -0.2], [-0.2, 0.5, 0.2], [-0.4, -0.2, 0.3], [0.4, -0.4, -0.3], [0.4, 0.0, -0.6], [-0.1, 1.1, 0.3], [0.0, 0.0, 0.3], [0.3, -0.2, 0.1], [-0.1, 0.0, -0.2], [0.0, 0.1, -0.5]]}

[3]
{"formula": "C17H46N3O8Zn", "method": "ωB97M-V/def2-TZVPD", "charge": 1, "lumo_ev": -4.57, "largest_force_ev_per_a": 7.1, "energy_ev": -87635.66988, "spin_multiplicity": 1, "species": ["Zn", "O", "O", "O", "O", "O", "O", "O", "O", "N", "N", "N", "C", "C", "C", "C", "C", "C", "C", "C", "C", "C", "C", "C", "C", "C", "C", "C", "C", "H", "H", "H", "H", "H", "H", "H", "H", "H", "H", "H", "H", "H", "H", "H", "H", "H", "H", "H", "H", "H", "H", "H", "H", "H", "H", "H", "H", "H", "H", "H", "H", "H", "H", "H", "H", "H", "H", "H", "H", "H", "H", "H", "H", "H", "H"], "coordinates": [[-10.4233, -18.1000, 7.0547], [-10.2226, -17.1770, 8.7541], [-9.7900, -18.5357, 5.1612], [-8.6009, -19.3416, 1.8036], [-5.4659, -20.8954, 3.4478], [-8.8508, -16.9871, 6.0896], [-5.6391, -13.1991, 8.9690], [-8.0591, -17.6864, 4.0672], [-11.2311, -16.1811, 1.6038], [-6.7942, -15.7624, 8.0837], [-5.8332, -18.4851, 1.8812], [-11.9751, -16.7855, 6.6049], [-11.4913, -15.5646, 7.3541], [-7.2097, -13.8898, 6.5264], [-5.7478, -18.4335, -0.5226], [-6.6688, -18.3954, 0.6419], [-11.1016, -16.1006, 8.7711], [-8.9328, -17.6907, 5.0628], [-6.3850, -20.7375, 4.5232], [-9.8428, -19.9724, 1.7492], [-9.8768, -14.5319, 2.4933], [-5.0836, -13.9338, 7.9183], [-12.5703, -14.4787, 7.4350], [-9.7306, -15.3184, 0.0840], [-9.7072, -17.5444, 10.0699], [-6.1615, -14.8079, 7.1671], [-9.9252, -15.7109, 1.5690], [-4.6235, -12.6689, 9.7386], [-7.8841, -19.4349, 0.5755], [-4.9933, -17.9246, 1.8613], [-12.8729, -16.9892, 7.0202], [-8.8149, -14.7483, -0.0734], [-12.1999, -16.4564, 5.6769], [-7.0649, -17.3843, 0.7357], [-11.4765, -16.2488, 2.5294], [-12.0498, -16.3757, 9.2330], [-8.5600, -19.2265, -0.2538], [-8.8240, -18.1680, 9.9317], [-12.1763, -13.6059, 7.9557], [-10.0639, -14.8093, 3.5307], [-8.5140, -18.2906, 3.4760], [-10.7456, -15.2307, 9.3230], [-8.8843, -14.1076, 2.3418], [-5.9882, -21.3409, 5.3396], [-9.4096, -16.6481, 10.6141], [-3.9993, -11.9747, 9.1759], [-9.1916, -16.4390, 1.9152], [-10.4022, -18.1227, 10.6787], [-6.3581, -18.1006, 2.6537], [-4.3765, -14.6121, 8.3958], [-7.4469, -16.3181, 7.5495], [-5.7251, -20.2591, 2.7774], [-10.5254, -19.6264, 0.9730], [-5.1774, -19.3424, -0.7141], [-7.6360, -20.4950, 0.5225], [-13.3841, -14.9312, 8.0017], [-10.6038, -14.7040, -0.1354], [-5.0436, -17.6266, -0.3198], [-7.3592, -21.1003, 4.1956], [-6.8401, -13.1716, 5.7945], [-7.7579, -13.3264, 7.2814], [-9.7367, -21.0558, 1.6949], [-10.6405, -13.8169, 2.1871], [-10.3623, -19.7977, 2.6914], [-10.6095, -15.1534, 6.8629], [-7.9699, -14.5144, 6.0574], [-6.3387, -19.6948, 4.8376], [-4.9876, -12.1706, 10.6370], [-12.9293, -14.1009, 6.4777], [-5.6439, -15.3806, 6.3976], [-7.3888, -15.3048, 8.7599], [-9.6766, -16.1614, -0.6049], [-6.2188, -18.0731, -1.4371], [-4.5640, -13.3441, 7.1631], [-3.9371, -13.4123, 10.1438]], "atomic_forces_ev_per_a": [[0.9, 0.8, -2.4], [0.8, -0.8, 0.9], [-4.5, -5.3, -1.5], [-0.1, 1.1, 0.2], [-0.1, -0.6, 0.4], [1.5, 2.7, 1.1], [-1.0, 0.1, -0.4], [-1.2, 0.9, 0.9], [-1.3, -1.4, 0.2], [0.1, -0.4, 0.0], [-1.0, -1.1, 0.2], [0.2, 0.9, 0.7], [0.4, -0.4, 0.3], [-0.5, -0.2, -0.1], [0.5, 1.0, -1.0], [-0.5, -0.5, 1.2], [-2.0, 2.4, -0.6], [2.9, 1.6, 2.1], [1.2, -0.3, -0.6], [-0.9, -0.7, 0.8], [0.7, 0.6, -0.7], [-0.7, -2.1, -0.6], [0.4, -0.6, 0.6], [0.4, 0.1, 0.8], [0.6, -0.3, 0.2], [0.1, 1.6, 1.0], [0.3, 0.6, -1.0], [1.0, 0.7, 1.1], [1.2, 0.6, 1.1], [0.1, 0.0, -0.6], [-0.4, -0.3, 0.1], [0.0, 0.2, 0.1], [0.2, -0.5, -0.6], [-0.8, 0.0, -0.7], [-0.3, -0.2, 0.0], [-0.1, -0.3, 0.3], [0.1, 0.4, -0.2], [0.0, 0.2, -0.3], [-0.1, -0.1, 0.2], [0.3, -0.1, 0.2], [0.5, -0.9, -1.7], [0.6, -0.3, 0.2], [0.0, 0.4, 0.7], [-0.3, -0.1, 0.1], [-0.1, 0.1, -0.2], [0.0, 0.3, -0.1], [0.1, -0.4, -0.2], [-0.5, 0.2, -0.3], [-0.1, -0.1, 0.2], [0.3, -0.3, -0.4], [0.1, -0.2, -0.3], [0.2, 0.5, -0.5], [0.3, 0.2, -0.4], [-0.3, -0.1, 0.2], [0.8, 0.0, -0.4], [-0.4, 0.5, 0.0], [0.1, 0.0, -0.4], [0.5, -0.1, -0.1], [-0.4, 0.3, 0.4], [0.2, -0.1, 0.0], [0.2, 0.1, 0.3], [0.1, -0.2, -0.3], [0.1, 0.1, 0.0], [0.1, 0.2, 0.1], [0.1, -0.4, -0.2], [0.1, -0.1, -0.3], [-0.6, 0.1, 0.2], [-0.5, 0.2, -0.3], [0.1, -0.4, -0.1], [0.1, 0.0, 0.0], [0.3, 0.6, 0.2], [-0.3, -0.2, 0.3], [-0.3, -0.4, -0.1], [0.1, 0.5, 0.1], [0.1, -0.6, -0.2]]}